This record from the Open Molecules 2025 dataset describes a molecular structure, C25H61N13Ti at a distorted geometry. The level of theory is ωB97M-V/def2-TZVPD.

Each line ends with the Löwdin charge.
Geometry (Å):
Ti1 0.081 -0.056 -0.253  1.08
C1 4.089 -4.359 0.518  0.00
N1 3.249 -3.473 -0.359  -0.14
C2 3.677 -3.443 -1.741  -0.06
C3 2.281 -2.655 0.215  -0.41
N2 2.080 -1.372 -0.111  0.03
C4 3.282 -0.628 -0.623  -0.19
C5 2.862 0.484 -1.543  -0.16
N3 1.715 1.317 -1.061  -0.21
C6 2.133 2.348 -0.014  -0.12
C7 2.104 1.710 1.346  -0.19
N4 0.673 1.224 1.569  0.00
C8 0.123 1.782 2.680  -0.38
N5 0.836 1.813 3.834  -0.12
C9 0.743 2.893 4.847  0.01
C10 1.963 0.968 4.122  -0.04
N6 -1.156 2.217 2.645  -0.16
C11 -1.981 2.254 3.867  -0.01
C12 -1.451 3.274 1.701  -0.04
C13 1.221 2.100 -2.249  -0.16
C14 -0.134 2.673 -1.925  -0.20
N7 -1.062 1.604 -1.520  0.03
C15 -2.219 1.485 -2.124  -0.41
N8 -2.480 1.852 -3.395  -0.11
C16 -1.521 1.869 -4.488  -0.02
C17 -3.798 2.252 -3.808  -0.02
N9 -3.240 0.968 -1.404  -0.21
C18 -4.168 0.058 -1.922  -0.07
C19 -3.835 1.868 -0.350  0.02
N10 1.622 -3.247 1.234  -0.20
C20 1.320 -4.672 1.296  -0.04
C21 1.395 -2.537 2.545  0.01
H1 5.098 -3.929 0.415  0.11
H2 4.110 -5.403 0.159  0.11
H3 3.803 -4.319 1.533  0.07
H4 3.746 -4.513 -2.184  0.14
H5 4.728 -3.083 -1.832  0.10
H6 2.969 -2.803 -2.289  0.08
H7 4.168 -1.125 -1.130  0.13
H8 3.897 -0.241 0.164  0.10
H9 2.504 0.159 -2.544  0.12
H10 3.656 1.186 -1.571  0.12
H11 1.354 3.072 -0.091  0.09
H12 3.150 2.723 -0.165  0.15
H13 2.313 2.531 2.048  0.13
H14 2.880 0.916 1.479  0.11
H15 0.173 3.717 4.456  0.09
H16 1.736 3.188 5.049  0.09
H17 0.244 2.515 5.742  0.11
H18 1.826 -0.012 3.634  0.08
H19 2.040 0.864 5.166  0.09
H20 2.936 1.414 3.780  0.12
H21 -1.663 1.524 4.609  0.10
H22 -3.000 2.094 3.544  0.10
H23 -1.884 3.242 4.355  0.10
H24 -1.041 4.269 1.927  0.12
H25 -2.472 3.422 1.600  0.06
H26 -1.131 3.008 0.711  0.05
H27 1.107 1.453 -3.155  0.11
H28 1.906 2.932 -2.507  0.16
H29 -0.476 3.237 -2.786  0.12
H30 -0.121 3.487 -1.192  0.11
H31 -1.903 1.220 -5.306  0.12
H32 -0.468 1.662 -4.297  0.07
H33 -1.540 2.883 -4.930  0.12
H34 -4.567 2.215 -3.076  0.07
H35 -4.142 1.589 -4.621  0.12
H36 -3.750 3.252 -4.200  0.11
H37 -3.702 -0.381 -2.809  0.11
H38 -5.059 0.553 -2.300  0.10
H39 -4.401 -0.717 -1.183  0.10
H40 -4.547 2.581 -0.777  0.11
H41 -4.451 1.253 0.278  0.10
H42 -3.046 2.397 0.129  0.04
H43 1.355 -5.041 0.279  0.10
H44 0.338 -4.780 1.797  0.10
H45 1.962 -5.302 1.957  0.11
H46 0.343 -2.794 2.845  0.10
H47 1.624 -1.478 2.274  0.07
H48 2.067 -2.972 3.278  0.10
N11 0.041 -0.825 -2.378  0.01
C22 -0.870 -2.012 -2.521  -0.19
C23 -0.558 -2.943 -1.463  -0.18
N12 -0.727 -2.221 -0.160  -0.09
C24 -2.147 -2.275 0.331  -0.14
C25 -2.275 -1.291 1.512  -0.15
N13 -1.767 -0.024 0.908  -0.05
H49 -0.244 -0.234 -3.110  0.05
H50 0.984 -1.199 -2.652  0.11
H51 -0.636 -2.509 -3.436  0.14
H52 -1.903 -1.802 -2.561  0.10
H53 0.490 -3.208 -1.512  0.11
H54 -1.113 -3.880 -1.459  0.15
H55 -0.129 -2.705 0.507  0.07
H56 -2.369 -3.262 0.742  0.14
H57 -2.793 -2.022 -0.491  0.10
H58 -1.633 -1.597 2.361  0.11
H59 -3.243 -1.191 1.978  0.12
H60 -1.772 0.799 1.523  0.06
H61 -2.408 0.158 0.087  0.06

Kohn-Sham gap (spin up / spin down) (eV): 8.5807 / 9.1364
E_HOMO (spin up / spin down) (eV): -16.475 / -16.672
Spin multiplicity: 2
E (eV): -69378.728
Energy relative to the best compared isomer or geometry (same formula, charge and spin) (eV): 0.000
Charge: +3



This record from the Open Molecules 2025 dataset describes a molecular structure, C25H62ClF9O9Si2. The level of theory is ωB97M-V/def2-TZVPD.

Each line ends with the Löwdin charge.
Geometry (Å):
C1 -0.091 -4.937 0.388  -0.13
C2 1.309 -4.361 0.326  -0.74
Cl1 1.321 -2.773 1.174  0.69
C3 1.877 -4.293 -1.088  -0.31
Si1 1.664 -2.706 -2.058  0.51
O1 2.469 -1.375 -1.438  -0.45
Si2 1.738 0.095 -1.708  0.53
C4 0.523 0.597 -0.351  -0.25
C5 -0.727 1.258 -0.977  -0.13
C6 -2.020 0.984 -0.262  -0.41
F1 -2.097 1.676 0.914  0.11
F2 -3.060 1.439 -1.036  0.09
C7 -2.289 -0.506 0.086  -0.35
F3 -1.771 -0.752 1.309  0.13
F4 -1.683 -1.324 -0.796  0.13
C8 -3.787 -0.923 0.130  -0.34
F5 -4.560 0.054 0.620  0.17
F6 -3.887 -1.993 0.957  0.15
C9 -4.333 -1.400 -1.250  -0.49
F7 -3.890 -0.633 -2.259  0.18
F8 -3.942 -2.681 -1.472  0.15
F9 -5.678 -1.358 -1.229  0.17
H1 -0.751 -4.504 -0.355  0.08
H2 -0.052 -6.015 0.297  0.08
H3 -0.518 -4.724 1.363  0.06
H4 1.954 -4.991 0.922  0.09
H5 2.914 -4.599 -1.117  0.06
H6 1.335 -5.037 -1.671  0.08
H7 0.240 -2.385 -2.290  -0.01
H8 2.240 -2.945 -3.405  -0.02
H9 0.990 -0.011 -2.987  -0.01
H10 2.731 1.175 -1.877  -0.02
H11 0.282 -0.254 0.270  0.03
H12 1.008 1.322 0.292  0.07
H13 -0.815 1.010 -2.029  0.10
H14 -0.582 2.328 -0.925  0.10
C10 -2.393 -2.610 4.652  -0.08
C11 -1.019 -2.429 5.273  -0.32
O2 0.023 -2.690 4.341  -0.10
H15 -2.505 -3.627 4.275  0.08
H16 -3.183 -2.417 5.380  0.07
H17 -2.527 -1.929 3.808  0.06
H18 -0.882 -3.120 6.103  0.11
H19 -0.907 -1.413 5.664  0.08
H20 -0.085 -2.087 3.599  0.04
C12 -4.755 -5.312 -5.038  -0.09
C13 -3.599 -5.676 -4.126  -0.32
O3 -2.929 -4.522 -3.627  -0.09
H21 -4.402 -4.710 -5.876  0.07
H22 -5.244 -6.205 -5.430  0.07
H23 -5.501 -4.722 -4.499  0.07
H24 -2.851 -6.251 -4.670  0.11
H25 -3.951 -6.288 -3.288  0.11
H26 -3.568 -4.004 -3.131  0.04
C14 -1.359 6.018 -1.946  -0.09
C15 -1.442 5.042 -0.787  -0.31
O4 -0.139 4.671 -0.328  -0.09
H27 -0.796 5.586 -2.771  0.07
H28 -2.355 6.288 -2.302  0.08
H29 -0.840 6.930 -1.648  0.07
H30 -1.942 4.125 -1.093  0.10
H31 -2.008 5.477 0.044  0.10
H32 0.303 5.475 -0.046  0.08
C16 4.879 -5.288 -5.539  -0.09
C17 3.744 -5.447 -4.544  -0.33
O5 4.214 -5.337 -3.202  -0.10
H33 5.648 -6.040 -5.360  0.07
H34 4.521 -5.390 -6.565  0.07
H35 5.346 -4.306 -5.435  0.07
H36 3.289 -6.432 -4.640  0.11
H37 2.968 -4.696 -4.723  0.08
H38 4.608 -4.465 -3.106  0.08
C18 2.686 8.400 -1.931  -0.09
C19 2.463 7.401 -3.052  -0.32
O6 1.135 7.461 -3.566  -0.09
H39 1.978 8.226 -1.120  0.07
H40 3.698 8.324 -1.533  0.07
H41 2.534 9.421 -2.288  0.07
H42 2.600 6.383 -2.689  0.11
H43 3.180 7.569 -3.862  0.11
H44 0.991 8.347 -3.909  0.08
C20 0.396 1.279 5.343  -0.08
C21 0.848 1.826 4.002  -0.30
O7 -0.035 1.422 2.956  -0.09
H45 0.345 0.193 5.293  0.05
H46 1.081 1.563 6.143  0.08
H47 -0.601 1.650 5.594  0.08
H48 1.832 1.440 3.741  0.11
H49 0.910 2.920 4.032  0.11
H50 -0.909 1.763 3.164  0.07
C22 -3.815 5.954 2.941  -0.09
C23 -2.617 5.619 3.811  -0.33
O8 -1.888 6.783 4.194  -0.08
H51 -3.493 6.488 2.047  0.07
H52 -4.342 5.048 2.638  0.07
H53 -4.516 6.599 3.475  0.07
H54 -1.916 4.989 3.266  0.10
H55 -2.935 5.074 4.707  0.11
H56 -2.481 7.352 4.690  0.08
C24 5.126 -2.072 3.764  -0.09
C25 5.572 -1.525 2.419  -0.33
O9 4.724 -1.957 1.363  -0.10
H57 5.104 -3.161 3.741  0.07
H58 5.797 -1.751 4.562  0.07
H59 4.116 -1.729 4.005  0.07
H60 6.571 -1.882 2.175  0.11
H61 5.602 -0.429 2.445  0.11
H62 3.834 -1.645 1.553  0.03

Kohn-Sham gap (eV): 10.4128
E_HOMO (eV): -9.857
E (eV): -98094.137



This record from the Open Molecules 2025 dataset describes 9 unconnected molecules or ions with the total composition C25H63F3N3O9S8 at a distorted geometry. The level of theory is ωB97M-V/def2-TZVPD.

Each line ends with the Löwdin charge.
Geometry (Å):
C1 -1.154 -1.946 4.737  -0.09
C2 -1.626 -2.001 3.185  -0.39
C3 -2.931 -2.984 3.167  -0.08
C4 -0.505 -2.587 2.206  -0.09
C5 0.928 -1.886 2.348  -0.07
N1 2.211 -2.571 2.407  0.08
C6 3.342 -1.706 2.556  0.03
N2 2.791 -0.387 2.596  -0.11
N3 3.539 0.789 2.754  0.12
C7 1.334 -0.403 2.456  0.01
C8 0.315 0.846 2.416  -0.07
O1 0.906 2.081 2.896  -0.02
C9 0.115 2.703 3.885  -0.44
F1 -1.076 3.160 3.268  0.11
F2 -0.152 1.863 5.011  0.09
F3 0.875 3.785 4.418  0.10
H1 -0.784 -2.961 5.112  0.09
H2 -2.098 -1.687 5.339  0.09
H3 -0.382 -1.131 4.947  0.06
H4 -2.040 -0.971 2.865  0.13
H5 -3.641 -2.535 3.959  0.09
H6 -3.356 -2.879 2.103  0.06
H7 -2.592 -4.042 3.419  0.10
H8 -0.348 -3.691 2.519  0.14
H9 -0.853 -2.647 1.104  0.14
H10 2.322 -3.590 2.338  0.16
H11 4.454 -1.906 2.642  0.17
H12 3.169 1.308 3.576  0.12
H13 4.472 0.464 3.074  0.11
H14 -0.631 0.549 2.974  0.12
H15 0.049 0.997 1.304  0.16
C10 -3.928 -2.665 -1.738  -0.27
S1 -4.933 -3.399 -0.432  0.81
O2 -4.083 -4.409 0.272  -0.57
C11 -6.046 -4.297 -1.532  -0.26
H16 -3.132 -2.080 -1.273  0.03
H17 -3.487 -3.450 -2.355  0.06
H18 -4.548 -2.008 -2.352  0.03
H19 -5.474 -4.981 -2.162  0.06
H20 -6.598 -3.587 -2.151  0.04
H21 -6.748 -4.868 -0.922  0.05
C12 4.432 4.745 3.269  -0.27
S2 6.102 4.099 3.047  0.82
O3 6.142 2.734 3.666  -0.59
C13 6.894 5.240 4.198  -0.26
H22 3.747 4.149 2.663  0.04
H23 4.141 4.675 4.319  0.06
H24 4.397 5.785 2.937  0.02
H25 6.448 5.138 5.190  0.06
H26 6.775 6.263 3.836  0.05
H27 7.955 4.995 4.252  0.05
C14 2.535 -2.747 -0.726  -0.29
S3 1.616 -2.754 -2.281  0.84
O4 0.199 -3.120 -1.963  -0.57
C15 2.417 -4.222 -2.961  -0.27
H28 2.169 -1.922 -0.114  0.02
H29 2.379 -3.689 -0.198  0.04
H30 3.597 -2.603 -0.930  0.06
H31 2.270 -5.069 -2.294  0.03
H32 3.482 -4.029 -3.092  0.05
H33 1.966 -4.441 -3.930  0.06
C16 2.144 8.335 3.546  -0.27
S4 3.628 9.177 2.955  0.83
O5 4.744 8.182 2.970  -0.57
C17 3.829 10.237 4.403  -0.27
H34 1.854 7.587 2.807  0.05
H35 2.349 7.842 4.499  0.06
H36 1.336 9.059 3.664  0.05
H37 3.928 9.625 5.302  0.06
H38 2.966 10.898 4.493  0.06
H39 4.731 10.835 4.270  0.05
C18 -5.554 -0.991 -6.675  -0.27
S5 -5.936 -2.379 -5.587  0.83
O6 -6.084 -1.832 -4.201  -0.58
C19 -4.307 -3.150 -5.694  -0.26
H40 -6.429 -0.342 -6.727  0.05
H41 -4.708 -0.428 -6.275  0.06
H42 -5.320 -1.363 -7.673  0.06
H43 -3.540 -2.449 -5.359  0.06
H44 -4.115 -3.453 -6.725  0.06
H45 -4.299 -4.031 -5.051  0.05
C20 -1.537 -0.134 -2.778  -0.28
S6 -0.774 0.675 -4.201  0.81
O7 0.692 0.386 -4.147  -0.57
C21 -1.016 2.363 -3.608  -0.27
H46 -1.465 -1.214 -2.914  0.03
H47 -1.014 0.151 -1.862  0.05
H48 -2.589 0.154 -2.716  0.05
H49 -0.526 2.491 -2.640  0.05
H50 -2.084 2.567 -3.519  0.04
H51 -0.575 3.049 -4.331  0.05
C22 5.686 -5.914 0.836  -0.27
S7 5.088 -6.337 -0.814  0.86
O8 3.901 -5.470 -1.099  -0.59
C23 4.469 -7.974 -0.373  -0.26
H52 6.088 -4.901 0.808  0.05
H53 4.864 -5.959 1.553  0.05
H54 6.476 -6.608 1.127  0.06
H55 3.723 -7.889 0.419  0.06
H56 5.299 -8.601 -0.043  0.06
H57 4.010 -8.419 -1.257  0.06
C24 -6.199 2.278 -4.474  -0.26
S8 -5.384 3.119 -5.849  0.80
O9 -3.922 2.819 -5.755  -0.57
C25 -5.635 4.792 -5.219  -0.27
H58 -6.129 1.202 -4.636  0.02
H59 -5.705 2.535 -3.535  0.06
H60 -7.250 2.571 -4.439  0.06
H61 -5.176 4.892 -4.233  0.06
H62 -6.704 5.003 -5.159  0.05
H63 -5.166 5.495 -5.909  0.05

Kohn-Sham gap (eV): 7.4027
E_HOMO (eV): -10.129
E (eV): -144663.591
Charge: +1



This record from the Open Molecules 2025 dataset describes a molecular structure, C25H63N5O10Sr2 at a distorted geometry. The level of theory is ωB97M-V/def2-TZVPD.

Each line ends with the Löwdin charge.
Geometry (Å):
Sr1 1.800 -2.369 -2.442  1.71
Sr2 -2.446 0.375 -0.526  1.63
C1 0.247 -0.900 -0.237  -1.13
O1 1.348 -1.387 -0.162  -0.17
O2 -0.306 -0.217 0.609  -0.13
O3 -0.298 -1.055 -1.345  -0.21
C2 -1.642 1.367 -4.262  -0.11
O4 -1.267 1.493 -2.938  -0.27
C3 -1.033 2.850 -2.633  -0.18
C4 -0.508 2.915 -1.169  -0.18
N1 -1.583 2.895 -0.179  -0.13
C5 -1.134 2.920 1.220  -0.19
C6 -0.404 4.254 1.687  -0.17
O5 -1.164 5.419 1.307  -0.18
C7 -0.473 6.622 1.240  -0.11
H1 -2.567 1.914 -4.446  0.11
H2 -1.733 0.308 -4.504  0.10
H3 -0.813 1.734 -4.866  0.09
H4 -1.896 3.490 -2.814  0.14
H5 -0.250 3.252 -3.277  0.12
H6 -0.004 3.878 -1.086  0.13
H7 0.351 2.262 -1.020  0.12
H8 -1.996 3.817 -0.173  0.11
H9 -0.569 2.036 1.517  0.07
H10 -2.027 2.819 1.837  0.12
H11 0.561 4.229 1.181  0.10
H12 -0.094 4.206 2.731  0.12
H13 -1.118 7.441 0.921  0.10
H14 0.390 6.662 0.574  0.09
H15 -0.150 6.868 2.251  0.10
C8 -4.949 2.430 -2.118  -0.10
O6 -4.168 1.271 -2.240  -0.32
C9 -4.850 0.255 -3.030  -0.17
C10 -4.166 -1.088 -2.974  -0.20
N2 -4.181 -1.503 -1.586  -0.12
C11 -3.514 -2.805 -1.304  -0.17
C12 -3.444 -3.045 0.200  -0.17
O7 -3.046 -1.853 0.946  -0.29
C13 -2.790 -2.090 2.333  -0.07
H16 -4.444 3.206 -1.543  0.09
H17 -5.856 2.361 -1.517  0.11
H18 -5.135 2.913 -3.078  0.11
H19 -4.925 0.606 -4.059  0.14
H20 -5.862 0.042 -2.684  0.14
H21 -3.128 -0.983 -3.291  0.11
H22 -4.630 -1.855 -3.593  0.15
H23 -5.140 -1.705 -1.342  0.13
H24 -2.470 -2.735 -1.611  0.10
H25 -3.895 -3.692 -1.809  0.14
H26 -2.665 -3.781 0.400  0.12
H27 -4.340 -3.573 0.529  0.14
H28 -3.749 -2.298 2.808  0.11
H29 -2.259 -1.243 2.769  0.09
H30 -2.134 -2.932 2.552  0.08
C14 2.380 1.827 -4.744  -0.01
C15 2.777 0.491 -4.124  -0.41
C16 3.349 0.607 -2.685  -0.15
O8 3.726 -0.709 -2.258  -0.32
C17 4.383 -0.680 -1.035  -0.10
N3 1.599 -0.335 -4.149  -0.04
H31 2.184 1.697 -5.808  0.10
H32 3.179 2.526 -4.497  0.10
H33 1.473 2.198 -4.266  0.06
H34 3.502 -0.128 -4.651  0.15
H35 2.602 1.102 -2.065  0.13
H36 4.215 1.266 -2.757  0.15
H37 4.384 -1.721 -0.709  0.10
H38 3.755 -0.113 -0.348  0.07
H39 5.405 -0.303 -1.056  0.12
H40 1.211 -0.384 -5.080  0.10
H41 0.873 0.244 -3.753  0.05
C18 0.814 -3.010 3.272  -0.04
C19 1.420 -4.161 2.446  -0.38
C20 0.331 -4.991 1.760  -0.17
O9 -0.610 -5.527 2.713  -0.20
C21 -0.105 -6.473 3.544  -0.13
N4 2.279 -3.580 1.381  0.05
H42 1.600 -2.413 3.735  0.04
H43 0.242 -3.541 4.033  0.09
H44 0.277 -2.254 2.700  0.07
H45 2.076 -4.671 3.151  0.14
H46 0.717 -5.706 1.034  0.13
H47 -0.288 -4.332 1.151  0.11
H48 0.332 -7.300 2.984  0.10
H49 -0.972 -6.846 4.089  0.11
H50 0.600 -5.988 4.219  0.08
H51 3.109 -3.179 1.794  0.05
H52 1.810 -2.805 0.934  0.00
C22 2.868 2.849 3.455  -0.02
C23 3.004 1.640 2.491  -0.38
C24 2.906 0.237 3.121  -0.12
O10 3.976 0.021 3.993  0.09
C25 4.116 -1.276 4.664  0.06
N5 1.951 1.665 1.482  0.08
H53 1.996 2.750 4.101  0.09
H54 2.835 3.743 2.832  0.09
H55 3.769 3.020 4.044  0.09
H56 3.968 1.637 1.983  0.15
H57 3.022 -0.548 2.375  0.16
H58 1.906 0.025 3.499  0.17
H59 4.311 -2.082 3.957  0.12
H60 3.201 -1.559 5.184  0.12
H61 4.882 -1.185 5.434  0.12
H62 1.041 1.371 1.806  0.04
H63 2.137 0.885 0.868  0.04

Kohn-Sham gap (spin up / spin down) (eV): 8.1292 / 3.2578
E_HOMO (spin up / spin down) (eV): -15.661 / -15.605
Spin multiplicity: 2
E (eV): -56519.777
Charge: +3